# 1
ORCA calculation (ωB97M-V/def2-TZVPD) on a cluster of 5 separate species, C40H61BBrINO11 in total.

## Properties
maximum force: 2.18 eV/Å
E: -5339.739010 Eh
spin multiplicity: 1
net charge: -1
M: 949.54 g mol⁻¹
E_HOMO: -4.824 eV
ΔE to the lowest compared entry with this formula, charge and spin: 0.0 kcal per mole
gap between HOMO and LUMO: 6.6 eV

Element x y z (Å)
C -0.81 6.33 -2.43
C -1.39 5.46 -3.04
C -1.82 4.26 -3.87
C -1.00 3.01 -3.56
C -1.41 2.22 -2.44
Br -2.94 2.78 -1.37
C -0.70 1.07 -2.12
C 0.42 0.65 -2.88
C 0.85 1.40 -3.98
C 2.08 0.98 -4.85
O 1.80 0.39 -5.90
O 3.22 1.30 -4.45
C 0.13 2.59 -4.30
C 0.57 3.50 -5.46
N 0.51 2.85 -6.79
C -0.77 3.24 -7.42
C 1.13 -0.63 -2.39
O 2.33 -0.63 -2.38
C 0.20 -1.73 -1.91
C 0.39 -3.08 -2.22
O 1.40 -3.60 -2.96
C 2.71 -3.60 -2.40
C 2.89 -4.00 -0.90
C 2.23 -5.34 -0.47
C 2.71 -2.79 0.09
C 3.99 -2.54 0.95
C 1.52 -2.89 1.09
C -0.60 -3.99 -1.74
O -0.53 -5.34 -2.03
C -1.70 -3.57 -0.97
I -3.13 -4.99 -0.23
C -1.89 -2.19 -0.65
B -3.17 -1.77 0.22
O -2.92 -1.30 1.50
C -4.68 -1.79 -0.28
C -4.87 -1.47 -1.80
C -0.92 -1.30 -1.15
C -1.07 0.20 -0.90
O -1.41 0.67 0.16
H -0.33 6.98 -1.72
H -1.77 4.54 -4.94
H -2.90 4.14 -3.65
H 0.05 4.47 -5.50
H 1.64 3.73 -5.27
H 1.21 3.35 -7.34
H -1.58 2.76 -6.84
H -0.76 2.92 -8.48
H -0.95 4.34 -7.43
H 3.29 -4.37 -2.97
H 3.28 -2.67 -2.53
H 3.98 -4.22 -0.84
H 2.87 -5.87 0.26
H 1.23 -5.26 -0.02
H 2.20 -6.00 -1.36
H 2.58 -1.87 -0.49
H 4.90 -2.53 0.33
H 4.02 -3.28 1.78
H 3.88 -1.54 1.42
H 1.80 -3.38 2.04
H 0.62 -3.41 0.72
H 1.18 -1.86 1.34
H -0.68 -5.80 -1.20
H -2.00 -1.01 1.57
H -5.11 -2.78 -0.03
H -5.24 -1.05 0.32
H -4.99 -2.42 -2.36
H -5.84 -0.94 -1.91
H -4.09 -0.82 -2.23
C -7.04 1.37 0.56
C -6.77 1.80 -0.88
C -7.01 3.30 -1.06
O -7.62 1.07 -1.76
H -8.08 1.57 0.83
H -6.88 0.30 0.67
H -6.39 1.90 1.26
H -5.74 1.56 -1.15
H -8.05 3.55 -0.84
H -6.82 3.59 -2.09
H -6.36 3.88 -0.41
H -8.53 1.28 -1.54
C 0.16 -2.40 6.06
C 0.39 -2.00 4.61
C 0.14 -0.52 4.39
O -0.47 -2.77 3.76
H -0.88 -2.20 6.35
H 0.34 -3.46 6.20
H 0.82 -1.84 6.73
H 1.42 -2.24 4.32
H -0.90 -0.27 4.63
H 0.30 -0.25 3.34
H 0.79 0.09 5.01
H -1.38 -2.56 4.00
C 6.30 1.85 -0.18
C 5.63 0.51 -0.46
C 5.71 0.14 -1.93
O 4.26 0.57 -0.06
H 5.81 2.65 -0.74
H 6.23 2.10 0.88
H 7.36 1.82 -0.45
H 6.10 -0.27 0.15
H 5.21 0.89 -2.55
H 5.22 -0.81 -2.12
H 6.75 0.07 -2.26
H 3.83 1.26 -0.59
C 1.79 1.30 9.51
C 2.02 1.69 8.06
C 1.77 3.18 7.85
O 1.16 0.93 7.22
H 0.76 1.49 9.81
H 1.97 0.23 9.65
H 2.45 1.85 10.18
H 3.04 1.45 7.77
H 0.73 3.43 8.09
H 1.93 3.44 6.80
H 2.43 3.79 8.47
H 0.25 1.14 7.46

Results of the Mulliken charge analysis, in e, for atoms 1 through 2: atom 1 (C): 0.08, atom 2 (C): -0.29

# 2
ORCA calculation (ωB97M-V/def2-TZVPD) on a cluster of 8 separate species, C40H61FN2O16S in total.

## Properties
maximum force: 7.86 eV/Å
E: -3371.736229 Eh
spin multiplicity: 1
M: 876.99 g mol⁻¹
E_HOMO: -7.800 eV
SMILES: CCCCNN(Cc1ccccc1C)S(=O)(=O)F.O=C1CCCO1.O=C1CCCO1.O=C1CCCO1.O=C1CCCO1.O=C1CCCO1.O=C1CCCO1.O=C1CCCO1
gap between HOMO and LUMO: 8.0 eV

Element x y z (Å)
C -3.16 0.84 3.10
C -2.66 -0.69 3.44
C -1.71 -1.19 2.15
C -0.35 -0.26 2.09
N 0.87 -0.96 1.55
N 0.69 -1.45 0.26
C 1.79 -1.03 -0.69
C 1.20 -1.20 -2.25
C -0.14 -0.31 -2.72
C -0.74 -0.48 -4.27
C -0.09 -1.52 -5.37
C 1.23 -2.38 -4.91
C 1.87 -2.20 -3.37
C 3.22 -3.11 -3.06
S 0.60 -3.19 0.46
O -0.80 -3.61 -0.10
O 0.76 -3.56 1.98
F 1.88 -4.04 -0.34
H -2.92 1.03 1.96
H -4.32 0.87 3.34
H -2.55 1.58 3.81
H -3.55 -1.46 3.52
H -2.07 -0.78 4.47
H -2.33 -1.09 1.16
H -1.52 -2.33 2.34
H -0.12 0.08 3.20
H -0.63 0.70 1.47
H 1.73 -0.37 1.64
H 2.80 -1.61 -0.56
H 2.03 0.14 -0.60
H -0.68 0.44 -2.01
H -1.66 0.18 -4.56
H -0.48 -1.69 -6.47
H 1.74 -3.14 -5.66
H 3.96 -2.60 -2.29
H 3.79 -3.26 -4.09
H 2.94 -4.21 -2.70
O 2.86 0.58 2.33
C 3.29 0.57 3.47
C 4.65 0.09 3.88
C 4.50 -0.07 5.37
C 3.45 0.96 5.71
O 2.61 1.03 4.56
H 5.39 0.85 3.63
H 4.89 -0.86 3.39
H 5.43 0.06 5.92
H 4.11 -1.08 5.59
H 3.89 1.95 5.88
H 2.86 0.67 6.58
O 3.23 3.87 6.41
C 2.50 4.54 5.70
C 1.80 4.05 4.46
C 1.39 5.34 3.80
C 1.21 6.27 4.97
O 2.17 5.84 5.94
H 0.94 3.44 4.76
H 2.48 3.47 3.83
H 0.49 5.24 3.19
H 2.20 5.70 3.16
H 0.21 6.20 5.41
H 1.41 7.31 4.70
O -1.88 6.18 3.94
C -1.73 6.89 2.95
C -2.83 7.42 2.09
C -2.08 7.87 0.86
C -0.72 8.23 1.41
O -0.52 7.34 2.51
H -3.31 8.26 2.60
H -3.56 6.65 1.86
H -2.56 8.69 0.33
H -1.99 7.02 0.16
H -0.69 9.26 1.78
H 0.07 8.08 0.67
O -4.35 -1.56 5.86
C -3.91 -1.57 7.00
C -2.55 -2.05 7.40
C -2.71 -2.21 8.89
C -3.75 -1.18 9.23
O -4.60 -1.11 8.08
H -1.82 -1.29 7.15
H -2.31 -3.00 6.92
H -1.77 -2.08 9.45
H -3.09 -3.22 9.12
H -3.32 -0.19 9.41
H -4.34 -1.47 10.11
O -2.64 -7.03 6.85
C -3.37 -6.36 6.14
C -4.07 -6.85 4.91
C -4.49 -5.56 4.25
C -4.66 -4.63 5.42
O -3.71 -5.06 6.39
H -4.94 -7.45 5.20
H -3.39 -7.43 4.27
H -5.38 -5.65 3.63
H -3.67 -5.20 3.60
H -5.66 -4.70 5.86
H -4.46 -3.59 5.15
O 1.11 -2.32 -8.22
C 0.35 -2.31 -9.18
C 0.77 -2.19 -10.61
C -0.53 -1.85 -11.30
C -1.55 -2.51 -10.41
O -1.00 -2.46 -9.09
H 1.16 -3.16 -10.95
H 1.51 -1.40 -10.74
H -0.58 -2.18 -12.34
H -0.68 -0.76 -11.28
H -1.72 -3.56 -10.68
H -2.51 -1.98 -10.43
O 1.50 -0.53 -13.43
C 2.59 -0.08 -13.08
C 3.25 1.13 -13.65
C 4.67 0.98 -13.15
C 4.48 0.22 -11.86
O 3.34 -0.61 -12.07
H 2.77 2.03 -13.24
H 3.21 1.13 -14.74
H 5.19 1.93 -13.02
H 5.24 0.37 -13.86
H 4.28 0.88 -11.01
H 5.35 -0.40 -11.62

Results of the Mulliken charge analysis, in e, for atoms 1 through 2: atom 1 (C): -0.85, atom 2 (C): 0.22